No. 1
Molecular formula: C20H20O5
Method: DFT, ωB97M-V/def2-TZVPD

Element x y z (Å)
H 0.282 3.186 0.768
H 1.431 0.668 -1.307
H -1.422 2.950 4.683
C -1.914 -0.499 -2.116
H 0.787 -2.609 1.028
C 2.073 0.689 -2.128
C 1.506 -2.166 -2.542
C 2.935 -0.299 -1.567
H 0.104 4.401 3.921
O -0.850 -1.022 -4.045
C -0.749 -1.003 -2.634
C 4.237 0.025 -0.858
O 0.515 3.994 3.222
C -2.027 1.701 3.194
H 1.484 -1.869 -3.732
H 0.007 -1.317 -4.516
H 4.948 -0.762 -0.602
H -3.485 -2.019 1.710
O 1.098 -2.511 0.075
C 0.179 -1.910 -0.572
C -0.869 -1.467 0.148
C -1.225 2.565 3.623
H 1.554 0.305 -3.079
H -1.138 1.339 -0.093
C 0.315 -1.504 -2.017
H 4.041 0.627 -0.148
H 1.359 -3.434 -2.436
C -1.188 -1.752 1.510
H -4.112 0.344 1.653
O -0.447 -2.255 2.288
H 2.764 1.623 -2.100
H 3.513 -2.595 -1.338
C -2.808 -1.268 2.000
C -2.014 1.117 1.827
C -2.079 -0.592 -0.745
H -2.629 -1.046 2.986
H -2.732 1.288 3.816
C -1.219 1.868 0.846
C -3.074 0.190 1.251
H 4.828 0.610 -1.738
O -3.157 -0.105 -0.035
H -2.515 0.205 -2.630
C -0.337 2.695 1.457
C -0.551 3.240 2.764
C 2.581 -1.623 -1.787

For the HOMO energy, the calculation gives -8.107 eV. The total charge is 0. The strongest force on any atom is 11.36 eV Å⁻¹. The total energy is -31291.581 eV. The value obtained for the gap between HOMO and LUMO is 8.454 eV.

Here are the natural (NBO) charges for atoms 1 to 8, given in e: 0.216 0.240 0.209 -0.384 0.522 -0.666 -0.459 -0.010

No. 2
Molecular formula: C20H21AlN5O3S
Method: DFT, ωB97M-V/def2-TZVPD

Element x y z (Å)
H 4.536 -0.717 0.809
C 0.166 -4.072 -0.836
H -4.485 -1.307 -2.739
C 0.512 -5.389 -1.311
H -4.693 1.073 -1.056
H -5.056 -2.077 0.889
H 0.768 4.012 -3.150
H -3.012 -0.351 -2.492
C 5.380 3.024 3.490
N -0.055 -3.174 -1.736
C -5.084 0.147 -0.624
H -1.669 3.635 -2.647
C -3.994 -0.945 -0.636
H -5.394 0.359 0.403
H -2.288 1.555 -1.361
H 4.983 3.369 4.445
S 1.747 -0.614 0.354
C -2.797 -0.520 0.228
N 0.774 -6.452 -1.659
O 2.282 -1.931 0.180
H 6.373 2.608 3.654
C 0.087 -3.886 0.593
H 1.155 1.375 2.353
N 1.904 0.263 -0.928
C 4.981 0.968 2.085
O 0.374 -0.536 0.952
H -2.997 -2.098 -2.194
C 2.231 1.275 2.281
H 5.487 3.898 2.842
C -3.602 -1.189 -2.100
Al -1.029 -0.754 -0.287
C -4.647 -2.241 -0.112
N -0.368 0.890 -1.220
H 2.433 2.368 -2.309
O -0.367 -1.996 -1.330
C -0.913 2.931 -2.328
C 4.144 0.094 1.411
C 0.445 3.135 -2.600
C 1.372 2.234 -2.149
H -5.974 -0.153 -1.201
H -3.081 -0.502 1.284
C 4.464 2.014 2.846
N -0.006 -3.789 1.733
C 0.955 1.103 -1.414
C 2.771 0.263 1.502
H 6.056 0.846 2.009
H -3.889 -3.024 -0.039
C 3.082 2.139 2.955
C -1.265 1.802 -1.636
H -5.462 -2.592 -0.766
H 2.665 2.933 3.564

For the HOMO energy, the calculation gives -2.298 eV. The total charge is -1. The strongest force on any atom is 1.90 eV Å⁻¹. The total energy is -52106.521 eV. The value obtained for the gap between HOMO and LUMO is 4.638 eV.

Here are the natural (NBO) charges for atoms 1 to 8, given in e: 0.240 -0.110 0.190 0.287 0.189 0.194 0.208 0.190

No. 3
Molecular formula: C20H21Br2Cl3N3O6TeTi
Method: DFT, ωB97M-V/def2-TZVPD

Element x y z (Å)
N 0.904 -0.759 -1.789
Br -0.794 2.386 3.448
C 3.821 0.080 3.769
C -0.571 -3.894 0.048
C -0.351 -1.806 2.531
H -0.386 -0.777 2.893
C 3.940 0.023 0.693
C -1.152 0.150 -3.766
H -0.171 0.033 -4.231
H 3.593 -1.003 0.789
H 0.455 -3.937 0.402
H -1.461 -2.933 -1.423
C -1.138 1.303 -2.810
O -0.525 0.571 0.939
C 1.029 -2.027 1.918
N -0.929 1.106 -1.525
C -1.338 4.470 -0.081
C -1.264 3.480 -1.093
H -1.266 4.919 1.995
Br -1.678 6.275 -0.555
C -1.193 4.156 1.235
C -2.614 -1.301 1.623
Cl 2.744 1.215 -4.314
H -0.522 -2.499 3.358
H -1.406 -0.778 -3.262
H -0.868 -4.893 -0.280
Te 2.977 1.229 2.156
Ti -0.362 -0.782 -0.317
C -0.942 2.822 1.618
H -2.554 -3.493 0.715
N -1.322 -1.969 1.445
C -0.990 2.171 -0.685
H 4.907 0.158 3.760
H -1.503 2.725 -4.378
C 2.755 -0.246 -3.404
C -1.426 3.679 -2.476
C -1.368 2.604 -3.312
H -1.881 0.340 -4.554
O 1.088 -1.606 0.679
O -2.309 -1.039 -0.714
O -4.415 -1.101 0.045
C -3.220 -1.127 0.227
C 1.802 -0.508 -2.524
Cl 4.088 -1.325 -3.613
H -1.602 4.674 -2.861
H -2.446 -0.316 2.059
H -3.301 -1.864 2.259
H 3.518 -0.961 3.674
H -1.473 -4.013 2.003
C -0.798 1.844 0.676
H 3.646 0.445 -0.265
H 3.445 0.482 4.710
O 1.930 -2.568 2.515
C -1.538 -3.391 1.104
H 5.019 0.085 0.823
Cl 1.979 2.483 -0.812
O -0.565 -2.992 -1.060

For the HOMO energy, the calculation gives -4.108 eV. The total charge is -1. The strongest force on any atom is 0.22 eV Å⁻¹. The total energy is -245903.555 eV. The value obtained for the gap between HOMO and LUMO is 5.828 eV.

Here are the natural (NBO) charges for atoms 1 to 8, given in e: -0.618 0.064 -0.923 -0.081 -0.355 0.269 -0.881 -0.645

Across the entries above, relative energy (zero: lowest compared OMol25 entry of this formula, charge and spin) takes the values 1075.5, 49.8, 32.0 kJ/mol, respectively.